Computed, not measured: a 2-piece molecular cluster, C6H13NO overall in a non-equilibrium geometry, with ωB97M-V/def2-TZVPD.

* energy above the lowest of the compared OMol25 structures with the same formula, charge and spin: 198.9 kJ/mol
* spin multiplicity: 1
* gap between HOMO and LUMO: 10.2 eV
* E_LUMO: 0.7 eV
* SMILES: [H]/N=C\C.CCC(C)=O
* E_tot: -9969.11269 eV

Last column: Löwdin charge in e.
CARTESIAN COORDINATES (ANGSTROEM)
C  -0.45773  0.04907  -1.05217  -0.2084
C  2.16190  -0.12061  -0.66545  -0.0356
C  -0.83594  -0.32590  -2.47032  -0.1084
C  0.98171  0.78218  -0.91448  -0.4265
O  1.13757  1.87539  -1.45383  0.0548
H  -1.11194  0.85397  -0.70405  0.0997
H  -0.71861  -0.80375  -0.42076  0.0912
H  1.87740  -0.94464  -0.00998  0.0554
H  2.96066  0.46285  -0.20056  0.0890
H  2.51586  -0.58218  -1.58907  0.0907
H  -1.89412  -0.60405  -2.51250  0.0749
H  -0.68565  0.50465  -3.16639  0.0792
H  -0.25805  -1.19303  -2.80648  0.0759
C  -1.51629  0.14381  2.33991  -0.0903
C  -0.07302  0.31326  1.98970  -0.3151
N  0.85270  -0.50630  2.33326  0.0797
H  0.47536  -1.35714  2.76682  0.0540
H  0.23225  1.18845  1.30589  0.1171
H  -1.98377  -0.50795  1.59709  0.0702
H  -2.03987  1.10132  2.31430  0.0751
H  -1.62042  -0.32938  3.31906  0.0774

---

Computed, not measured: an isolated molecule of C6H13NO in a non-equilibrium geometry, with ωB97M-V/def2-TZVPD.

* energy above the lowest of the compared OMol25 structures with the same formula, charge and spin: 146.9 kJ/mol
* spin multiplicity: 1
* gap between HOMO and LUMO: 10.6 eV
* E_LUMO: 0.9 eV
* SMILES: CCC[C@@H](C)NC=O
* E_tot: -9969.65200 eV

Last column: Löwdin charge in e.
CARTESIAN COORDINATES (ANGSTROEM)
O  -1.58927  1.86556  -1.94537  0.0212
C  -1.27579  2.52279  -0.98852  -0.3371
N  -1.00205  1.83969  0.17915  0.0525
C  -0.65425  0.37111  0.15966  -0.3364
C  0.84619  0.11682  0.62226  -0.1632
C  1.37188  -1.34588  0.31664  -0.2174
C  1.56303  -1.65128  -1.17721  -0.1049
C  -1.56577  -0.35202  1.08647  -0.0742
H  -0.94927  3.56388  -1.03072  0.1272
H  -0.62911  2.23655  0.99611  0.1056
H  -0.74936  0.04866  -0.84807  0.1144
H  1.45757  0.83721  0.12792  0.0868
H  1.01713  0.46896  1.62347  0.0955
H  0.53694  -1.88230  0.74945  0.0752
H  2.34822  -1.65753  0.85074  0.1289
H  1.48941  -0.75425  -1.72403  0.0510
H  0.80013  -2.26493  -1.65869  0.0743
H  2.48389  -2.15709  -1.34912  0.0551
H  -1.08482  -0.71172  2.00873  0.0803
H  -2.00865  -1.33030  0.67654  0.1087
H  -2.40605  0.23609  1.32462  0.0564

---

Computed, not measured: C6H13NO as an isolated structure in a non-equilibrium geometry, with ωB97M-V/def2-TZVPD.

* energy above the lowest of the compared OMol25 structures with the same formula, charge and spin: 333.0 kJ/mol
* spin multiplicity: 1
* gap between HOMO and LUMO: 10.4 eV
* E_LUMO: 0.8 eV
* E_tot: -9967.72355 eV

Last column: Löwdin charge in e.
CARTESIAN COORDINATES (ANGSTROEM)
C  -0.36809  0.68835  0.15275  -0.3604
C  -0.37932  -1.11270  -0.51869  -0.1259
C  -1.57137  1.26802  -0.58710  -0.1062
C  -0.63878  0.42884  1.63772  -0.1007
C  0.62985  -1.96601  0.11841  -0.1548
H  0.30762  1.54782  0.23975  0.1103
H  -0.26090  -0.97407  -1.58947  0.0877
H  -1.40826  -1.32064  -0.24821  0.0866
H  -2.45698  0.64075  -0.48058  0.0748
H  -1.33672  1.37755  -1.64531  0.0712
H  -1.82549  2.25282  -0.19263  0.0788
H  0.26102  0.04163  2.11214  0.0746
H  -1.47300  -0.25666  1.79330  0.0787
H  -0.89144  1.36717  2.13635  0.0774
H  1.52918  -1.27371  0.27033  0.0557
H  0.31748  -2.36925  1.07809  0.0727
H  1.01141  -2.73748  -0.55017  0.0758
N  2.39376  0.32713  -0.19239  0.1248
C  1.58362  0.76610  -1.02531  -0.4499
O  1.21610  1.13690  -2.08630  0.1328
H  3.36031  0.16743  -0.42269  0.0960